(1)
# C4H6N

A 2-piece molecular cluster, C4H6N overall (ωB97M-V with the def2-TZVPD basis set, the Open Molecules 2025 dataset).

Output
max |F| = 3.7 eV Å⁻¹
molecular weight = 68.099 u
total charge = +1
energy relative to the best compared isomer or geometry (same formula, charge and spin) = 118.0 kcal/mol
calculated total energy = -210.26807 a.u.
Kohn-Sham gap = 9.4 eV
HOMO level = -0.5412 hartree

```
11
Properties=species:S:1:pos:R:3:mulliken_charge:R:1
C 0.82133 0.34062 -1.34230 0.044
C -0.13064 0.29058 -0.45494 -0.249
C 1.91431 -0.65060 0.70358 -0.172
C -2.24884 0.43991 0.33833 -0.460
N 1.18895 -0.11126 -0.13671 0.008
H 1.25448 0.54527 -2.27565 0.364
H 1.46367 -1.10471 1.62448 0.235
H 2.94017 -0.86387 0.35711 0.255
H -2.39068 1.10886 1.20502 0.321
H -2.18506 -0.51163 0.64656 0.332
H -2.62769 0.51684 -0.66548 0.323
```

***

(2)
# C4H6N2

A 2-piece molecular cluster, C4H6N2 overall (ωB97M-V with the def2-TZVPD basis set, the Open Molecules 2025 dataset).

Output
max |F| = 1.1 eV Å⁻¹
molecular weight = 82.106 u
total charge = 0
energy relative to the best compared isomer or geometry (same formula, charge and spin) = 88.3 kcal/mol
calculated total energy = -265.39481 a.u.
Kohn-Sham gap = 8.3 eV
HOMO level = -0.2987 hartree

```
12
Properties=species:S:1:pos:R:3:mulliken_charge:R:1
N -0.99035 -0.60939 1.29050 -0.304
C -0.83503 0.34408 0.37441 -0.238
C -0.01001 -0.26037 -1.40938 -0.381
C 1.23717 -0.27756 -0.87113 -0.631
C -0.09979 1.49498 0.82565 0.437
N 0.36360 2.50865 1.15753 -0.444
H -0.45139 -0.68527 2.14571 0.217
H -1.63898 -1.36182 1.10886 0.239
H -0.34160 0.56863 -2.02719 0.232
H -0.59752 -1.17055 -1.49958 0.298
H 1.61426 -1.15158 -0.34609 0.253
H 1.88703 0.59131 -0.91778 0.321
```

***

(3)
# C4H6N2

C4H6N2 in the gas phase (ωB97M-V with the def2-TZVPD basis set, the Open Molecules 2025 dataset).

Output
max |F| = 5.2 eV Å⁻¹
molecular weight = 82.106 u
SMILES = C1=NN2C[C@H]2C1
total charge = 0
energy relative to the best compared isomer or geometry (same formula, charge and spin) = 100.4 kcal/mol
calculated total energy = -265.37564 a.u.
Kohn-Sham gap = 10.2 eV
HOMO level = -0.3332 hartree

```
12
Properties=species:S:1:pos:R:3:mulliken_charge:R:1
C -1.14500 -0.01774 0.79795 -0.061
N -1.49723 -0.21757 -0.45417 -0.482
N -0.41374 -0.57421 -1.13801 -0.227
C 0.54897 0.67862 -1.34429 -0.319
C 0.84891 -0.31846 -0.23669 -0.156
C 0.19761 -0.25795 1.31846 -0.384
H -1.98224 0.21923 1.56940 0.333
H 0.03825 1.81160 -1.35352 0.217
H 1.03613 0.46623 -2.31880 0.243
H 1.47333 -1.13184 -0.44858 0.301
H 0.46474 0.59698 1.94927 0.267
H 0.43027 -1.25490 1.65898 0.268
```